# 1
This record from the Open Molecules 2025 dataset describes C18H24N2O3 as an isolated structure. The level of theory is wB97M-V/def2-TZVPD.

Output
**Maximum force**: 11.5 eV/Å
**Calculated total energy**: -1035.007007 Ha
**Relative energy (zero: lowest compared OMol25 entry of this formula, charge and spin)**: 373.5 kcal/mol
**Gap between HOMO and LUMO**: 9.38 eV
**E_LUMO**: 0.52 eV

Geometry (Å):
C -2.4114 0.6910 2.2836
C -2.0687 -0.5758 1.2896
C -0.9924 -1.5776 1.9915
C -0.6992 -2.6218 1.0928
O 0.0081 -2.0433 -0.2016
C 0.3610 -3.1022 -0.8286
C 1.1116 -2.4791 -1.8854
H 2.1882 -1.9489 -1.5448
C 0.5928 -1.7028 -2.9435
N -0.1753 -0.6172 -2.3615
C 0.6076 0.4951 -1.9911
O 1.7206 0.8693 -2.6261
C -0.2745 1.6634 -1.5432
C -1.4214 2.1034 -1.6493
O -1.6631 3.1156 -0.8439
N -0.9324 3.1178 0.2987
C -0.0585 2.2301 -0.2026
C 1.1242 1.9294 0.7865
C 1.7815 2.7317 1.5852
C 2.7005 2.5734 2.5543
C 3.4402 1.3989 2.4037
C 2.8206 0.3720 1.7985
C 1.8190 0.5510 0.8550
H 1.3080 -0.1646 0.2781
H 3.6151 -0.6785 1.5564
H 4.1990 1.0573 3.0399
H 3.0416 3.4636 2.9837
H 1.3245 3.7172 1.6738
C -2.4113 2.0851 -2.8071
H -2.6020 2.9740 -3.3445
H -3.1751 1.5236 -2.5557
H -1.7463 1.4302 -3.6876
H -0.8779 -0.8880 -1.6223
H -0.3268 -2.2593 -3.4953
H 1.1321 -1.2821 -3.7184
H 1.8434 -3.5687 -2.3707
H 1.1733 -3.9008 -0.3536
H -0.6281 -3.7906 -1.0972
H -0.0362 -3.3198 1.7569
H -1.5946 -3.1354 1.0656
H -1.6209 -1.8180 2.9803
H -0.2333 -0.8270 2.5033
H -2.9849 -0.9047 1.2209
H -1.7089 0.0005 0.3884
H -2.9301 1.4675 1.8377
H -2.8064 0.3429 3.0843
H -1.5331 1.3019 2.3653

---

# 2
This record from the Open Molecules 2025 dataset describes a 4-piece molecular cluster, C6H20O4 overall. The level of theory is wB97M-V/def2-TZVPD.

Output
**SMILES string**: CC(C)O.CC(C)O.O.O
**Maximum force**: 4.1 eV/Å
**Calculated total energy**: -541.526814 Ha
**Relative energy (zero: lowest compared OMol25 entry of this formula, charge and spin)**: 17.5 kcal/mol
**Gap between HOMO and LUMO**: 10.86 eV
**E_LUMO**: 0.65 eV

Geometry (Å):
O -0.5633 0.0190 0.0795
H -0.5212 0.1833 -0.8625
H -0.1253 -0.8241 0.1959
O -2.3366 -2.6312 1.7872
H -1.9914 -1.7940 2.0975
H -3.0136 -2.8621 2.4232
C 2.1027 0.4330 -3.8017
C 0.6073 0.9234 -3.6914
C 0.0077 1.1885 -4.9862
O -0.1617 -0.1483 -3.1632
H 2.1253 -0.3630 -4.5460
H 2.4713 -0.0467 -2.8950
H 2.7469 1.2870 -4.0112
H 0.7670 1.8544 -3.1475
H 0.3551 2.0320 -5.5827
H -1.0220 1.4020 -4.6995
H 0.0269 0.3440 -5.6752
H 0.3846 -0.9375 -3.1835
C 0.4272 -1.1692 3.5022
C -0.6507 -0.1946 3.8733
C -0.1194 1.2386 4.0440
O -1.6166 -0.1368 2.8421
H 1.3004 -1.0118 4.1354
H 0.8873 -1.1638 2.5141
H 0.0172 -2.1774 3.5604
H -1.0759 -0.6039 4.7896
H 0.5099 1.5459 3.2087
H 0.5339 1.3218 4.9126
H -0.8484 2.0300 4.2182
H -1.2245 0.2619 2.0617

---

# 3
This record from the Open Molecules 2025 dataset describes a 2-piece molecular cluster, C6H6Si overall. The level of theory is wB97M-V/def2-TZVPD.

Output
**Maximum force**: 3.4 eV/Å
**Calculated total energy**: -521.385720 Ha
**Relative energy (zero: lowest compared OMol25 entry of this formula, charge and spin)**: 109.6 kcal/mol
**Gap between HOMO and LUMO (spin up / spin down)**: 6.03 / 6.37 eV
**E_LUMO (spin up / spin down)**: -2.43 / -2.27 eV

Geometry (Å):
C 1.9345 2.5518 1.1814
C -3.3554 -1.8376 1.8127
C 1.5547 1.4779 0.7589
C -2.4099 -1.1067 1.5662
C 0.6455 0.0819 -2.4555
C 0.3442 -0.5632 -1.3420
Si 0.6531 -0.1299 0.5084
H 2.2404 3.5433 1.4081
H -4.0953 -2.3920 2.4021
H 0.2727 -0.1828 -3.3695
H 1.3598 0.9316 -2.5657
H -0.3563 -1.4614 -1.4650
H 1.2121 -0.9128 1.5600

---

# 4
This record from the Open Molecules 2025 dataset describes C10H20NO5S2Ti as an isolated structure. The level of theory is wB97M-V/def2-TZVPD.

Output
**Maximum force**: 5.6 eV/Å
**Expectation value of S²**: 0.9312
**Calculated total energy**: -2469.411348 Ha
**Spin multiplicity**: 2
**Gap between HOMO and LUMO (spin up / spin down)**: 5.95 / 5.93 eV
**E_LUMO (spin up / spin down)**: -2.34 / -2.36 eV

Geometry (Å):
C -2.6999 1.8163 -4.0103
C -2.6565 1.9922 -2.6163
C -3.8383 1.5038 -1.6656
S -3.0968 0.1381 -0.6233
O -4.1200 -0.1995 0.4283
O -1.8464 0.6750 0.0116
N -2.8683 -1.2388 -1.6158
S -1.2956 -1.8522 -1.3992
O -0.3319 -0.8477 -1.9720
O -1.0815 -3.1689 -2.1201
O -1.0117 -2.1794 0.2172
C 0.3988 -2.3361 0.4310
C 0.8657 -1.1861 1.4607
C 1.2224 -1.9052 2.8393
C 2.1437 -0.4798 0.8384
C 2.5185 0.9224 1.4795
C 3.2867 1.7972 0.3552
C 1.2773 1.7924 1.9532
H -3.6607 2.0145 -4.5852
H -1.8156 1.4667 -4.6242
H -1.7497 2.4758 -2.1392
H -4.7381 1.1572 -2.2455
H -4.0636 2.3425 -0.9382
H 1.0020 -2.3085 -0.5584
H 0.5046 -3.3813 0.9532
H -0.0345 -0.5221 1.5933
H 0.2772 -2.0703 3.4353
H 1.9723 -1.2446 3.3870
H 1.7815 -2.8626 2.5988
H 3.0341 -1.1796 1.0525
H 2.0674 -0.4582 -0.3022
H 3.2598 0.7986 2.3301
H 2.4977 2.4785 -0.1090
H 4.0090 2.5026 0.8800
H 3.7753 1.1649 -0.4388
H 0.8674 1.3019 2.8991
H 1.5810 2.8498 2.2308
H 0.5063 1.8076 1.1258
Ti 2.0609 -3.5773 -0.5372

---

# 5
This record from the Open Molecules 2025 dataset describes C18H23CrI2N5O6S as an isolated structure. The level of theory is wB97M-V/def2-TZVPD.

Output
**Maximum force**: 2.9 eV/Å
**Expectation value of S²**: 0.7628
**Calculated total energy**: -3462.639597 Ha
**Spin multiplicity**: 2
**Gap between HOMO and LUMO (spin up / spin down)**: 7.05 / 7.28 eV
**E_LUMO (spin up / spin down)**: -3.97 / -3.72 eV
**Total charge**: +1

Geometry (Å):
Cr 0.1009 0.2047 -0.0648
I -4.3528 2.3316 -0.2370
C -2.5231 3.3408 -0.1082
C -2.4139 4.7173 -0.0583
C -1.1659 5.3226 0.0022
I -1.0588 7.4264 0.0929
C 0.0255 4.5611 0.0031
C 1.3426 5.0521 0.0313
C 2.3928 4.1566 0.0255
C 2.1517 2.7858 -0.0031
N 0.9162 2.2756 -0.0331
C -0.1061 3.1520 -0.0332
C -1.3821 2.5333 -0.0834
O -1.3471 1.2438 -0.1110
H -3.3038 5.3239 -0.0663
H 1.5203 6.1150 0.0527
H 3.4117 4.5119 0.0420
H 2.9810 2.0968 -0.0059
N 0.6432 -3.0101 -0.1650
H 1.1479 -3.2395 0.6859
H 1.2509 -3.2329 -0.9453
H -0.1359 -3.6563 -0.2126
C -7.7500 0.6428 -2.9013
C -8.2580 -0.6089 -2.2255
S -6.9868 -1.9146 -2.2385
O -7.5882 -3.1787 -1.9454
O -6.1859 -1.8168 -3.4333
C -5.8195 -1.5161 -0.8578
C -4.6454 -2.4567 -1.0751
N -3.4360 -2.0716 -0.3728
C -2.4062 -1.3766 -0.8834
N -1.4397 -1.2134 0.0228
C -1.8543 -1.8274 1.1555
C -3.1004 -2.3639 0.9315
N -3.9149 -3.0399 1.8827
O -3.3653 -3.3492 2.9155
O -5.0754 -3.2393 1.5996
C -2.3407 -0.8906 -2.2780
H -8.5614 1.3515 -3.0493
H -7.3348 0.3845 -3.8718
H -6.9791 1.1295 -2.3073
H -9.1018 -1.0443 -2.7558
H -8.5288 -0.4531 -1.1855
H -6.3246 -1.6969 0.0845
H -5.5382 -0.4726 -0.9681
H -4.4380 -2.4768 -2.1468
H -4.9424 -3.4569 -0.7556
H -1.2709 -1.8752 2.0558
H -3.3226 -0.5926 -2.6398
H -1.9661 -1.6748 -2.9369
H -1.6551 -0.0434 -2.3364
C 3.0218 -0.5896 0.0058
O 1.6843 -0.3510 -0.0392
H 3.2111 -1.6696 0.0266
H 3.4686 -0.1470 0.9083
H 3.5233 -0.1696 -0.8790

---

# 6
This record from the Open Molecules 2025 dataset describes a 2-piece molecular cluster, C2H7S3 overall. The level of theory is wB97M-V/def2-TZVPD.

Output
**Maximum force**: 1.0 eV/Å
**Calculated total energy**: -1274.993755 Ha
**Relative energy (zero: lowest compared OMol25 entry of this formula, charge and spin)**: 11.0 kcal/mol
**Gap between HOMO and LUMO**: 5.53 eV
**E_LUMO**: 3.34 eV
**Total charge**: -1

Geometry (Å):
C -0.7960 1.7532 -0.1921
S 0.8391 2.5245 -0.0853
H -1.0068 1.5016 -1.2374
H -0.8160 0.7945 0.3335
H -1.5122 2.4671 0.2087
C 0.2775 -1.9074 -0.4323
S 1.1744 -1.8442 1.1753
S -0.2124 -1.0260 2.4833
H -0.7757 -1.7008 -0.2268
H 0.5366 -2.8675 -0.8895
H 0.6671 -1.1415 -1.0995
H 1.6246 1.4464 -0.0379

---

- maximum force of number 6 (C2H7S3)?
  1.0 eV/Å

---

- Among the records above, which one has the lowest calculated total energy?
  C18H23CrI2N5O6S

---

- Which value of calculated total energy does entry 3 give?
  -521.385720 Ha

---

- The highest calculated total energy belongs to which entry?
  C6H6Si